1 | Here is 11 unconnected molecules or ions with the total composition H22O11 from the Open Molecules 2025 dataset. Energies are from ωB97M-V/def2-TZVPD.

- HOMO-LUMO gap (eV) = 10.414
- SMILES = O.O.O.O.O.O.O.O.O.O.O
- LUMO energy (eV) = 0.0

Geometry as ORCA input:
```
! RIJCOSX wB97M-V def2-TZVPD def2/J DEFGRID3
* xyz 0 1
O 2.81948 -1.78552 0.70470
H 3.42348 -1.52752 0.01370
H 1.96448 -1.42352 0.42070
O 2.69148 1.04348 0.65470
H 2.66448 0.77748 1.55270
H 3.59948 0.84548 0.37570
O 0.15048 -0.35952 0.06770
H -0.64452 -0.65652 -0.32930
H -0.00452 0.55948 0.19170
O -2.32752 -1.18452 -0.84230
H -1.84852 -1.49052 -1.60730
H -2.89652 -1.89252 -0.55430
O 0.30648 2.43148 0.55170
H 0.02048 3.18348 0.06970
H 1.24048 2.23148 0.38670
O -2.38152 -1.06852 2.40970
H -3.32152 -1.22252 2.38970
H -2.05652 -1.84052 1.95570
O 2.38748 0.98448 -2.02030
H 1.99548 1.86648 -2.05730
H 2.39648 0.75948 -1.10130
O -2.45252 1.33248 1.08570
H -2.26252 0.54448 1.54870
H -2.91252 1.83148 1.77570
O -0.46652 -1.50052 -3.01130
H -0.56352 -2.04352 -3.76230
H 0.41548 -1.72252 -2.69130
O 0.19048 -0.28652 3.19870
H -0.60152 -0.53652 2.70070
H 0.57348 -1.15052 3.35370
O -0.63852 1.28048 -2.78030
H -1.18052 1.58848 -2.06030
H -0.28052 0.43148 -2.59030
*
```

***

2 | Here is 11 unconnected molecules or ions with the total composition H22O11 from the Open Molecules 2025 dataset. Energies are from ωB97M-V/def2-TZVPD.

- HOMO-LUMO gap (eV) = 10.337
- SMILES = O.O.O.O.O.O.O.O.O.O.O
- LUMO energy (eV) = 0.0

Geometry as ORCA input:
```
! RIJCOSX wB97M-V def2-TZVPD def2/J DEFGRID3
* xyz 0 1
O -36.34205 10.30071 16.56557
H -35.60040 10.24004 16.11765
H -36.08118 10.51970 17.44116
O -33.11163 7.95805 13.17426
H -32.24972 7.71718 12.94937
H -33.28119 8.56754 12.57782
O -38.82794 9.33130 15.54824
H -37.89844 9.49961 15.80981
H -38.77905 9.47689 14.55985
O -34.76127 8.40004 10.74721
H -35.27752 7.63786 11.09603
H -34.51598 8.63514 9.67609
O -35.52689 6.12660 15.39224
H -35.73872 6.23146 16.28722
H -34.85225 5.45071 15.41585
O -34.25507 10.50750 12.57835
H -34.41059 9.96974 11.93066
H -33.52906 10.92068 12.34308
O -33.68995 10.75076 15.20480
H -32.83555 10.39945 15.08942
H -34.20723 10.51500 14.28242
O -36.25060 8.32150 13.78684
H -36.23027 7.43260 14.34109
H -35.40878 8.67676 13.83307
O -37.02128 6.67470 11.38476
H -37.33108 6.57435 12.23233
H -36.56200 5.92296 11.28508
O -36.60910 4.12377 13.72370
H -36.45406 4.79683 14.29726
H -36.33113 4.50961 12.86883
O -38.78612 6.80621 13.39564
H -38.62342 7.70215 13.54946
H -39.65222 6.52507 13.09760
*
```

***

3 | Here is 11 unconnected molecules or ions with the total composition H22O11 from the Open Molecules 2025 dataset. Energies are from ωB97M-V/def2-TZVPD.

- HOMO-LUMO gap (eV) = 10.657
- SMILES = O.O.O.O.O.O.O.O.O.O.O
- LUMO energy (eV) = -0.2

Geometry as ORCA input:
```
! RIJCOSX wB97M-V def2-TZVPD def2/J DEFGRID3
* xyz 0 1
O 0.14106 0.36280 -0.23011
H 0.81101 0.85861 0.25397
H -0.58734 0.28017 0.39567
O -2.86388 -2.78477 2.91742
H -3.50549 -2.33064 2.35967
H -2.16994 -3.05408 2.30511
O 3.92098 -2.63793 -1.64088
H 2.97910 -2.43660 -1.67695
H 4.31550 -1.84633 -1.25784
O -0.14585 -3.00656 -1.95640
H 0.74571 -3.03135 -2.32177
H -0.50110 -2.16423 -2.26180
O 3.76358 1.24878 3.38884
H 4.47054 1.88873 3.24864
H 3.93108 0.90430 4.27330
O 0.19949 -2.48281 0.88801
H 0.12619 -1.58502 0.54510
H 1.07574 -2.51006 1.28854
O 1.53560 0.51065 -2.28200
H 2.05340 1.05708 -2.88389
H 0.63164 0.82358 -2.40003
O -2.26274 0.23757 -2.15888
H -2.05817 -0.04456 -1.26025
H -1.47781 0.72305 -2.43668
O 1.44112 4.20124 0.72895
H 0.81439 4.84325 0.37677
H 1.03646 3.90581 1.55233
O -3.29811 -0.56781 1.83914
H -3.21315 -0.91598 0.94440
H -2.48859 -0.85115 2.27889
O -3.08389 3.39151 -1.22211
H -2.81495 2.85842 -1.97873
H -3.52161 4.15434 -1.61642
*
```

***

Quick one: least stable of them? 2

***

1 | Here is 11 unconnected molecules or ions with the total composition H22O11 from the Open Molecules 2025 dataset. Energies are from ωB97M-V/def2-TZVPD.

- HOMO-LUMO gap (eV) = 8.950
- SMILES = O.O.O.O.O.O.O.O.O.O.O
- LUMO energy (eV) = -0.7

Geometry as ORCA input:
```
! RIJCOSX wB97M-V def2-TZVPD def2/J DEFGRID3
* xyz 0 1
O -0.43882 23.57377 -1.98289
H -1.26514 23.12400 -2.15936
H -0.69650 24.46408 -1.74374
O -1.13011 22.91410 0.79017
H -0.38001 22.40473 1.09695
H -1.12770 22.79650 -0.15978
O 2.24263 23.95174 -1.30970
H 1.55861 23.66870 -1.91651
H 1.87685 24.72453 -0.87930
O 1.99069 26.32730 0.15515
H 2.58758 26.48313 0.88705
H 1.69845 27.20050 -0.10630
O -2.82989 25.08611 0.80711
H -2.26634 24.31400 0.75706
H -2.98156 25.33208 -0.10542
O -0.49076 26.07822 1.62101
H -0.26136 25.86583 0.71630
H -1.36617 25.70963 1.73948
O 1.01482 25.90319 3.85540
H 0.56755 25.14377 4.22886
H 0.59379 26.03598 3.00609
O -1.16414 26.21789 -1.27136
H -1.51080 26.31334 -2.15845
H -1.70257 26.80347 -0.73899
O -2.73410 25.26437 3.47825
H -3.03088 25.13773 2.57708
H -3.44921 25.73906 3.90195
O -1.22849 27.23709 4.72416
H -0.32416 26.93836 4.81991
H -1.69893 26.47422 4.38810
O -0.66144 23.84401 4.62322
H -1.47409 24.01915 4.14871
H -0.46959 22.92443 4.43936
*
```

***

2 | Here is 11 unconnected molecules or ions with the total composition H22O11 from the Open Molecules 2025 dataset. Energies are from ωB97M-V/def2-TZVPD.

- HOMO-LUMO gap (eV) = 10.629
- SMILES = O.O.O.O.O.O.O.O.O.O.O
- LUMO energy (eV) = -0.4

Geometry as ORCA input:
```
! RIJCOSX wB97M-V def2-TZVPD def2/J DEFGRID3
* xyz 0 1
O 15.99947 -14.04178 1.92250
H 15.55983 -13.24560 1.62411
H 16.91829 -13.78911 2.01279
O 8.06640 -18.94301 1.12600
H 8.52481 -19.31273 1.88059
H 8.75853 -18.55258 0.59240
O 15.72901 -22.62219 3.31266
H 16.14810 -21.79651 3.07009
H 14.91182 -22.63203 2.81432
O 13.36062 -17.71476 3.16990
H 14.27162 -17.42234 3.19820
H 13.10325 -17.60992 2.25393
O 15.38216 -13.82984 6.61539
H 15.44480 -13.72529 5.66598
H 16.26149 -13.63126 6.93723
O 11.56613 -18.00990 -1.07479
H 11.76336 -18.81559 -1.55250
H 11.87907 -17.30906 -1.64673
O 19.21567 -16.60348 5.94398
H 20.10142 -16.91212 5.75312
H 19.03126 -15.96336 5.25662
O 11.29609 -14.95417 6.49375
H 12.13742 -14.51578 6.62109
H 11.51449 -15.76266 6.03019
O 9.88573 -12.77990 1.08092
H 9.91006 -13.73592 1.04015
H 10.76269 -12.50585 0.81244
O 10.46947 -20.74818 4.22541
H 10.86086 -21.60432 4.05201
H 11.16894 -20.12216 4.03811
O 17.37715 -19.05664 1.12990
H 18.02758 -18.38436 1.33289
H 17.55964 -19.30093 0.22257
*
```

***

Quick one: least stable of them? 2

***

1 | Here is 4 unconnected molecules or ions with the total composition C4H14O4 from the Open Molecules 2025 dataset. Energies are from ωB97M-V/def2-TZVPD.

- HOMO-LUMO gap (eV) = 10.244
- LUMO energy (eV) = 0.8

Geometry as ORCA input:
```
! RIJCOSX wB97M-V def2-TZVPD def2/J DEFGRID3
* xyz 0 1
C -1.24934 -0.15705 0.23705
C -0.27020 0.64686 0.86737
C -0.46395 -1.05439 1.46642
C -0.71953 1.57384 1.94214
O -1.14838 -0.58261 -0.95251
H -2.21982 0.13405 0.64051
H 0.74028 0.80213 0.51158
H 0.42581 -0.98887 2.07660
H -0.30503 -1.93103 0.84968
H -1.26379 -1.36905 2.08210
H -1.25363 2.39960 1.46982
H 0.09729 1.90340 2.57015
H -1.52095 1.13273 2.54616
H 2.45548 -0.87477 -0.43857
H 3.40674 0.32985 -0.23592
O 2.92756 -0.34639 0.24972
H -1.04882 1.00010 -1.78240
H -0.96027 2.01727 -2.93649
O -0.94409 1.94886 -1.98063
H 1.17797 -2.22536 -2.03639
H 0.28440 -1.26046 -1.21445
O 1.10538 -1.84239 -1.15810
*
```

***

2 | Here is 3 unconnected molecules or ions with the total composition C4H14O4 from the Open Molecules 2025 dataset. Energies are from ωB97M-V/def2-TZVPD.

- HOMO-LUMO gap (eV) = 10.740
- SMILES = OCCCCO.O.O
- LUMO energy (eV) = 0.6

Geometry as ORCA input:
```
! RIJCOSX wB97M-V def2-TZVPD def2/J DEFGRID3
* xyz 0 1
O 1.81848 -1.78921 -2.32730
C 1.73833 -1.43717 -0.98721
C 0.66251 -0.45965 -0.74102
C 0.83088 0.75406 0.04195
C 1.18079 0.34311 1.53319
O -0.09174 -0.15223 2.03911
H 1.36051 -1.19127 -2.94034
H 1.64892 -2.35974 -0.48972
H 2.78285 -1.03249 -0.88227
H -0.28040 -1.03268 -0.41169
H 0.24202 -0.13269 -1.73682
H 0.06392 1.46750 0.06826
H 1.62494 1.30628 -0.28707
H 1.35922 1.08379 2.18036
H 1.81612 -0.41982 1.66298
H -0.16450 -1.05527 1.81055
O -2.30944 1.09131 1.07518
H -2.38171 1.57365 1.89373
H -1.31850 0.82420 1.26130
O -3.59811 0.60271 -1.25868
H -3.56298 0.49608 -0.34220
H -3.42209 1.51953 -1.16229
*
```

***

Quick one: least stable of them? 1